ORCA calculation (ωB97M-V/def2-TZVPD) on a cluster of 10 separate species, C40H68O22 in total.

The geometry in ORCA input format:
```
! RIJCOSX wB97M-V def2-TZVPD def2/J DEFGRID3
* xyz 0 1
C -22.10817 -15.41428 22.48460
C -21.19065 -16.21944 23.36155
C -21.86009 -17.38889 24.06907
O -21.15558 -18.53276 23.57712
C -20.27761 -18.16494 22.61408
O -19.75304 -18.91546 21.85396
O -20.19135 -16.83061 22.54564
H -21.58986 -14.49985 22.17644
H -23.06954 -15.10748 22.88986
H -22.25803 -15.91152 21.52426
H -20.64826 -15.69361 24.15174
H -22.89626 -17.52408 23.73922
H -21.93369 -17.34328 25.15440
C -11.97993 -23.92458 20.75502
C -12.42188 -22.52186 20.37111
C -13.22931 -21.74447 21.45052
O -12.54278 -20.51805 21.54202
C -11.59574 -20.38647 20.62769
O -10.89406 -19.43891 20.45078
O -11.42247 -21.56677 19.99881
H -12.85006 -24.46076 21.12343
H -11.08776 -23.93011 21.37693
H -11.74641 -24.48653 19.84635
H -12.96535 -22.54383 19.41907
H -13.25643 -22.20783 22.43495
H -14.20997 -21.49871 21.03281
C -22.67115 -25.87786 16.04684
C -21.65284 -24.74692 16.30682
C -21.89424 -23.35883 15.71365
O -22.20418 -22.54806 16.81959
C -21.90009 -23.15645 17.96241
O -21.83813 -22.63239 19.02649
O -21.66672 -24.49574 17.72680
H -23.66678 -25.51836 16.30559
H -22.34832 -26.78567 16.54568
H -22.73671 -26.09226 14.97633
H -20.65975 -25.11139 16.04342
H -22.69878 -23.35033 14.98116
H -20.93670 -23.03160 15.30399
C -19.74412 -18.71932 18.73729
C -20.10245 -17.31821 18.26077
C -19.73846 -16.19974 19.25746
O -18.88058 -15.37967 18.53029
C -18.69092 -15.79029 17.28225
O -18.27086 -15.11939 16.39511
O -19.30758 -17.00173 17.10541
H -19.41211 -19.40580 17.95754
H -20.50418 -19.32739 19.22912
H -18.88898 -18.66848 19.41440
H -21.15378 -17.26793 17.97383
H -19.34987 -16.64694 20.17138
H -20.63313 -15.63026 19.51940
C -16.47769 -25.82550 20.95368
C -15.94618 -26.93214 21.80781
C -14.54245 -26.70171 22.37556
O -14.81056 -26.16034 23.66506
C -16.10461 -26.31726 23.98320
O -16.58855 -26.11137 25.05441
O -16.74998 -26.95964 22.98509
H -17.54420 -25.90791 20.74154
H -16.07438 -25.64554 19.95620
H -16.32634 -24.91041 21.53690
H -15.95354 -27.94546 21.40125
H -13.87732 -26.10283 21.76532
H -14.08872 -27.67828 22.57151
C -20.68652 -26.30436 20.99214
C -21.98011 -26.25523 21.79620
C -22.74722 -24.93795 21.76911
O -24.06770 -25.26414 21.42422
C -24.10205 -26.54479 20.92660
O -25.06529 -27.02703 20.42182
O -22.90000 -27.09372 21.02815
H -20.78034 -25.68989 20.09744
H -20.46278 -27.32726 20.69832
H -19.89887 -25.92642 21.64866
H -21.83180 -26.54879 22.83606
H -22.37697 -24.24360 21.00470
H -22.72866 -24.37457 22.70494
C -18.00446 -21.29435 24.03417
C -16.58741 -20.84292 23.72409
C -15.85936 -22.03335 24.36834
O -16.54146 -23.13067 23.79578
C -17.96248 -22.78706 23.71677
H -18.81712 -20.79869 23.50010
H -18.15522 -21.13346 25.10347
H -16.29310 -19.90270 24.19089
H -16.31765 -20.85517 22.66686
H -15.86761 -22.01842 25.46386
H -14.79887 -21.95659 24.11295
H -18.41976 -23.45908 24.44358
H -18.22558 -23.02256 22.68361
C -12.37135 -19.76581 16.52940
C -13.45262 -20.75410 16.18257
C -13.49025 -20.64921 14.64449
O -12.10156 -20.83932 14.40083
C -11.47720 -19.88986 15.24618
H -11.90824 -19.84600 17.51088
H -12.81750 -18.76372 16.56313
H -14.46153 -20.60896 16.57780
H -13.03340 -21.71293 16.49838
H -13.87822 -19.71150 14.22920
H -14.10836 -21.40949 14.16363
H -11.20845 -18.94730 14.76405
H -10.51232 -20.31031 15.54755
C -18.54024 -21.58810 19.53557
C -17.05918 -21.39732 19.28150
C -16.51574 -22.79512 19.63819
O -17.44525 -23.69878 19.06524
C -18.70664 -23.09996 19.32433
H -19.18757 -21.15054 18.78542
H -18.98960 -21.36558 20.50277
H -16.50665 -20.53594 19.65895
H -16.82268 -21.35166 18.21096
H -16.39515 -22.90254 20.72905
H -15.45911 -22.86278 19.35580
H -19.32411 -23.51735 20.12743
H -19.17599 -23.27910 18.34671
C -16.23397 -16.10065 21.79840
C -15.39692 -17.01216 22.68136
C -14.48460 -17.68558 21.68141
O -15.45687 -18.06308 20.67251
C -16.38592 -16.97892 20.55674
H -15.74737 -15.15414 21.55571
H -17.20267 -15.80394 22.20394
H -16.00631 -17.84678 23.03899
H -14.90159 -16.58880 23.55648
H -14.01792 -18.57251 22.10023
H -13.75932 -17.03437 21.18664
H -17.38668 -17.41021 20.48150
H -16.22779 -16.38109 19.65434
*
```

Calculated values
- ΔE to the lowest compared entry with this formula, charge and spin (kcal/mol) = 17.8
- largest force on an atom (eV/Å) = 2.31
- frontier orbital gap (eV) = 9.83
- DFT total energy (a.u.) = -3220.17574
- HOMO energy (eV) = -9.6